# 1
Here is the molecule C2H2Br3NSi from the Open Molecules 2025 dataset. Energies are from wB97M-V/def2-TZVPD.

Results
- HOMO-LUMO gap (alpha / beta): 6.93 / 6.45 eV
- Lowest unoccupied orbital energy (alpha / beta): 0.0068 / -0.1256 Eh
- HOMO energy (alpha / beta): -6.7 / -9.9 eV
- Multiplicity: 3

CARTESIAN COORDINATES (ANGSTROEM)
C: -0.026 -1.122 -0.180
C: -0.630 -2.211 -0.238
N: 0.636 -0.102 0.306
Si: 0.241 1.542 0.199
Br: 2.352 2.543 0.151
Br: -0.391 2.002 -1.753
Br: -0.555 2.741 1.820
H: -1.003 -2.851 -1.087
H: -0.625 -2.541 0.780

Results of the natural (NBO) charge analysis, in e, for atoms 1 through 6: 0.17 -0.25 -0.81 1.30 -0.36 -0.23

***

# 2
Here is a cluster of 2 separate species, C2H2Br3P in total from the Open Molecules 2025 dataset. Energies are from wB97M-V/def2-TZVPD.

Results
- HOMO-LUMO gap (alpha / beta): 6.77 / 6.99 eV
- Lowest unoccupied orbital energy (alpha / beta): -0.0921 / -0.0882 Eh
- HOMO energy (alpha / beta): -9.3 / -9.4 eV
- Relative energy (zero: lowest compared OMol25 entry of this formula, charge and spin): 240.1 kJ/mol

CARTESIAN COORDINATES (ANGSTROEM)
C: 0.961 -0.202 1.139
C: 0.144 -0.046 0.128
P: 0.279 0.425 -1.511
Br: -2.449 -1.008 0.675
Br: -0.950 2.297 -1.513
Br: -0.813 -1.147 -2.386
H: 0.743 -0.472 2.217
H: 2.085 0.154 1.251

Results of the natural (NBO) charge analysis, in e, for atoms 1 through 6: -0.44 -0.25 0.73 -0.36 -0.16 -0.07

***

# 3
Here is a structure of composition C2H2Br6 from the Open Molecules 2025 dataset. Energies are from wB97M-V/def2-TZVPD.

Results
- Charge: +1
- HOMO-LUMO gap (alpha / beta): 9.47 / 4.12 eV
- Lowest unoccupied orbital energy (alpha / beta): -0.1798 / -0.3622 Eh
- HOMO energy (alpha / beta): -14.4 / -14.0 eV
- Relative energy (zero: lowest compared OMol25 entry of this formula, charge and spin): 0.0 kJ/mol
- Multiplicity: 2

CARTESIAN COORDINATES (ANGSTROEM)
C: 1.800 -2.123 0.132
Br: 3.263 -2.967 1.169
Br: 0.049 -2.407 0.989
Br: 1.680 -2.752 -1.708
H: 1.884 -1.040 0.220
C: -1.832 2.254 -0.256
Br: -3.109 2.096 1.279
Br: -0.311 0.904 -0.138
Br: -1.108 4.100 -0.508
H: -2.316 1.934 -1.179

Results of the natural (NBO) charge analysis, in e, for atoms 1 through 6: -0.51 0.21 0.43 0.18 0.23 -0.44

***

# 4
Here is a structure of composition C2H2BrCl3 from the Open Molecules 2025 dataset. Energies are from wB97M-V/def2-TZVPD.

Results
- HOMO-LUMO gap (alpha / beta): 8.01 / 7.74 eV
- Lowest unoccupied orbital energy (alpha / beta): -0.0128 / -0.0138 Eh
- HOMO energy (alpha / beta): -8.4 / -8.1 eV
- Relative energy (zero: lowest compared OMol25 entry of this formula, charge and spin): 391.0 kJ/mol

CARTESIAN COORDINATES (ANGSTROEM)
C: -1.643 -0.212 0.540
C: 1.879 -0.529 -0.209
Cl: -2.189 -1.811 0.544
Cl: -0.043 -0.065 1.072
Cl: 2.306 -2.252 -0.408
Br: 3.276 0.506 0.465
H: -2.151 0.687 -0.002
H: 1.409 0.043 -0.955

Results of the natural (NBO) charge analysis, in e, for atoms 1 through 6: -0.38 -0.37 0.06 0.18 0.00 0.08

***

Sequential max |F| output: 10.44, 3.11, 2.03, 2.59 eV Å⁻¹